Run A
C21H26N4O4S | ωB97M-V/def2-TZVPD

Structure (ORCA input):
```
! RIJCOSX wB97M-V def2-TZVPD def2/J DEFGRID3
* xyz 0 1
H 1.380 -3.187 -4.516
C -0.045 0.776 -1.648
N -0.290 -2.019 -4.018
C -1.797 -2.338 -0.595
C -1.544 -0.401 0.812
C -0.835 0.308 1.936
H -1.102 1.372 1.933
H 1.247 2.222 3.222
H 0.318 1.370 4.473
H 0.213 -3.965 -3.411
O -2.890 0.070 -5.289
H 2.384 -0.098 2.799
C 2.029 2.143 6.066
C -0.452 0.020 -2.745
H -2.923 1.189 0.440
C -1.976 -0.310 -4.591
C -1.352 -1.668 -4.815
H -4.091 0.005 -1.382
C -3.259 -0.465 -0.877
C -1.154 -1.682 0.439
C -2.606 0.198 0.148
H -1.250 2.543 -3.465
C 1.580 -0.895 -1.053
H 1.692 -2.588 -2.328
H 3.728 1.536 3.267
H 0.988 -0.782 3.647
H -0.336 -2.152 0.961
O 2.708 1.204 0.909
C 1.196 -1.652 -2.141
H -2.525 1.850 -2.429
N 2.366 1.433 4.850
C 0.160 -1.229 -2.977
H -1.154 -0.126 2.889
H 2.363 -1.218 -0.389
H -1.483 -3.332 -0.877
H 2.887 2.114 6.736
H -2.757 1.930 -4.191
H -0.194 -3.744 -5.126
H 1.193 1.647 6.556
C 1.257 1.364 3.914
O -1.774 -2.403 -5.681
H 1.763 3.197 5.889
H -0.488 1.726 -1.409
C -2.850 -1.731 -1.259
C 0.324 -3.308 -4.273
H 4.408 1.817 4.880
C -2.027 1.782 -3.396
S 1.291 1.191 0.699
O 0.593 2.448 0.659
N 0.605 0.149 1.832
C 0.935 0.301 -0.807
C 1.345 0.078 3.075
H -3.354 -2.242 -2.066
C 3.551 2.001 4.234
N -1.456 0.463 -3.585
H 3.454 3.086 4.075
*
```

- E_HOMO: -8.54 eV

Atom charges from the natural (NBO) analysis, given in e for atoms 1 to 8:
1. H 0.208
2. C -0.224
3. N -0.400
4. C -0.154
5. C -0.027
6. C -0.266
7. H 0.222
8. H 0.181


Run B
C21H26N4O4S | ωB97M-V/def2-TZVPD

Structure (ORCA input):
```
! RIJCOSX wB97M-V def2-TZVPD def2/J DEFGRID3
* xyz 0 1
C 1.282 0.262 4.052
C 3.274 -0.641 -1.411
H 4.539 -2.226 -0.837
C -5.161 4.110 -0.280
H 0.904 -2.776 1.916
O 2.528 0.328 1.988
H -3.703 0.802 0.349
C 3.427 -2.445 -3.395
H 3.335 -0.335 -0.126
H 0.058 -2.713 -1.947
H 2.185 0.336 4.679
H -0.960 -2.510 2.127
H -2.442 -1.129 1.034
N 0.233 -2.517 -0.862
C -2.184 2.318 0.532
C 2.270 -1.350 -1.682
H -6.595 2.580 2.738
C -4.984 2.841 1.450
H -0.608 3.517 0.894
C -7.206 3.426 1.165
C -1.031 2.367 0.857
C -0.115 1.465 1.314
C -0.107 -2.337 1.715
S 1.712 -0.664 2.364
H 6.669 -1.396 -3.248
H -7.202 4.733 -0.696
N 1.532 -1.539 -0.797
C -0.705 0.070 1.083
H 1.238 -2.426 -3.295
H 5.967 -2.294 -4.360
H -8.158 3.856 1.199
C -6.369 2.984 1.927
C 2.276 -1.963 -2.988
H 3.343 0.323 -1.783
H 0.600 -0.543 4.495
C -0.574 -2.855 0.133
H 2.101 -0.868 -3.756
C 5.918 -2.180 -3.390
C -4.205 3.421 0.555
C -2.800 1.023 0.430
H 0.895 1.631 1.295
O -1.602 -3.397 -0.135
H 5.480 -0.698 -1.417
H -4.337 2.232 2.482
O -3.073 3.213 0.156
O 2.163 -2.077 2.696
N 4.527 -1.623 -2.964
C -1.869 -0.050 0.871
H -4.811 4.404 -1.314
H 0.542 0.894 3.850
H 6.133 -3.086 -2.942
H 3.715 -3.527 -2.636
H 3.531 -2.944 -4.248
C 4.537 -1.294 -1.461
C -6.407 4.339 -0.074
N 0.293 -1.078 1.699
*
```

- E_HOMO: -8.47 eV

Atom charges from the natural (NBO) analysis, given in e for atoms 1 to 8:
1. C -0.829
2. C -0.419
3. H 0.188
4. C -0.273
5. H 0.315
6. O -0.924
7. H 0.196
8. C -0.204


Most stable to least stable, the ends of the list are run A and run B.


Run A
ClH2NO | ωB97M-V/def2-TZVPD

Structure (ORCA input):
```
! RIJCOSX wB97M-V def2-TZVPD def2/J DEFGRID3
* xyz 0 1
H -0.557 -0.113 -0.545
O 2.736 0.516 -2.746
H 0.650 -0.420 0.520
Cl 2.083 0.107 -1.372
N 0.189 0.325 -0.012
*
```

- E_HOMO (spin up / spin down): -10.00 / -9.85 eV

Charges computed using natural (NBO), reported in e:
1. H 0.337
2. O -0.604
3. H 0.326
4. Cl 0.633
5. N -0.692


Run B
ClH2NO | ωB97M-V/def2-TZVPD

Structure (ORCA input):
```
! RIJCOSX wB97M-V def2-TZVPD def2/J DEFGRID3
* xyz 0 1
Cl -3.310 1.141 -0.652
N -0.050 -0.314 -0.272
H -0.339 -0.547 0.611
O -1.900 1.165 -0.049
H 0.370 0.576 -0.558
*
```

- E_HOMO (spin up / spin down): -9.55 / -9.55 eV

Charges computed using natural (NBO), reported in e:
1. Cl 0.388
2. N -0.507
3. H 0.340
4. O -0.581
5. H 0.360


Most stable to least stable, the ends of the list are run A and run B.


Run A
C4H10NOS | ωB97M-V/def2-TZVPD

Structure (ORCA input):
```
! RIJCOSX wB97M-V def2-TZVPD def2/J DEFGRID3
* xyz -1 1
H -0.655 2.836 -0.176
C -0.321 -1.235 0.325
O 0.826 1.539 0.270
H -0.521 -2.010 1.107
C -1.226 -0.078 0.624
N -1.363 0.828 -0.524
H 1.132 0.382 0.339
H 1.853 -1.483 -1.779
H -2.274 -0.288 0.908
H -0.792 0.385 1.514
H -1.180 0.308 -1.364
C -0.258 1.851 -0.507
H 0.078 2.004 -1.559
H 1.613 -0.826 1.477
S 2.359 -1.607 -0.523
H -0.416 -1.762 -0.627
C 1.145 -0.842 0.496
*
```

- E_HOMO: -2.17 eV

Atom charges from the natural (NBO) analysis, given in e for atoms 1 to 8:
1. H 0.103
2. C -0.426
3. O -0.869
4. H 0.175
5. C -0.238
6. N -0.678
7. H 0.381
8. H 0.083


Run B
C4H10NOS | ωB97M-V/def2-TZVPD

Structure (ORCA input):
```
! RIJCOSX wB97M-V def2-TZVPD def2/J DEFGRID3
* xyz -1 1
H 1.135 -0.427 1.525
C 1.127 0.643 1.691
H -1.538 1.649 1.792
H 0.517 0.905 -0.342
H -1.373 -1.990 -2.398
O 1.626 -1.424 -1.657
H 0.485 2.392 0.599
N -0.651 -1.602 -1.821
S -1.820 -0.590 0.922
H -1.791 1.649 0.063
H 0.679 -2.451 -3.124
C 0.613 -1.834 -2.199
C 0.256 1.321 0.631
H 0.744 0.836 2.693
C -1.243 1.155 0.868
H -0.929 -1.214 -0.870
H 2.165 0.982 1.626
*
```

- E_HOMO: -2.78 eV

Atom charges from the natural (NBO) analysis, given in e for atoms 1 to 8:
1. H 0.230
2. C -0.607
3. H 0.171
4. H 0.206
5. H 0.367
6. O -0.652
7. H 0.165
8. N -0.849


Most stable to least stable, the ends of the list are run B and run A.


Run A
C12H42N8O9 | ωB97M-V/def2-TZVPD

Structure (ORCA input):
```
! RIJCOSX wB97M-V def2-TZVPD def2/J DEFGRID3
* xyz 0 1
N 10.597 -8.891 27.043
H 6.538 -8.630 30.272
H 4.349 -12.514 28.721
H 4.114 -7.964 27.089
O 2.672 -15.094 27.422
H 6.751 -12.722 26.368
H 8.656 -9.493 31.025
N 6.067 -9.224 27.679
H 4.428 -8.107 29.969
C 11.640 -11.993 27.865
O 7.088 -11.467 29.842
N 12.774 -11.927 28.441
H 2.249 -13.477 28.593
N 4.159 -8.849 26.641
H 7.664 -13.061 28.674
C 4.344 -13.555 28.339
H 7.957 -14.690 26.529
H 8.442 -12.554 23.856
H 8.796 -7.801 29.295
H 6.043 -17.783 27.447
O 10.422 -12.069 28.561
C 7.198 -15.904 27.804
C 7.683 -12.548 25.895
H 2.725 -13.079 26.982
H 5.015 -13.811 27.561
H 5.173 -9.469 29.193
H 10.134 -7.050 28.480
H 7.212 -13.859 24.231
O 7.340 -8.080 30.431
H 6.753 -13.566 30.209
O 5.439 -10.697 25.950
C 7.510 -12.786 24.398
H 4.507 -14.239 29.194
H 6.032 -8.273 28.053
H 3.387 -9.169 26.068
C 2.907 -13.763 27.811
H 11.346 -8.205 27.039
N 4.403 -11.107 30.847
H 3.802 -11.795 31.241
H 7.445 -9.140 32.224
O 8.667 -9.943 28.013
H 8.037 -16.356 28.166
C 8.076 -8.665 31.461
C 9.612 -8.915 27.875
C 5.176 -9.646 26.742
C 5.895 -16.714 27.854
H 6.916 -9.700 27.828
C 4.000 -9.891 30.821
O 7.559 -15.611 26.528
H 7.154 -15.006 28.429
N 4.751 -9.104 30.076
H 13.747 -11.815 28.021
H 6.809 -12.101 23.994
H 10.902 -11.771 25.996
H 12.553 -11.513 26.191
N 11.743 -11.892 26.577
O 8.818 -13.201 26.451
H 7.710 -10.986 29.349
O 2.815 -9.499 31.457
H 12.765 -12.096 29.483
H 5.470 -16.716 28.843
H 10.554 -9.540 26.289
H 5.343 -11.359 30.526
H 8.749 -7.934 31.962
H 8.436 -12.976 30.263
H 5.179 -16.228 27.223
H 1.790 -15.327 27.609
C 7.463 -12.841 29.724
H 7.839 -11.481 26.012
H 9.321 -12.667 26.977
N 9.509 -7.839 28.588
*
```

- E_HOMO: -8.65 eV

Atom charges from the Löwdin analysis, given in e for atoms 1 to 8:
1. N 0.185
2. H 0.031
3. H 0.064
4. H 0.105
5. O -0.051
6. H 0.075
7. H 0.074
8. N 0.135


Run B
C12H42N8O9 | ωB97M-V/def2-TZVPD

Structure (ORCA input):
```
! RIJCOSX wB97M-V def2-TZVPD def2/J DEFGRID3
* xyz 0 1
C -0.401 -2.512 3.148
H -2.127 1.081 4.572
O -1.086 2.138 -2.965
O -1.748 2.081 2.749
N -4.296 -1.414 -3.214
H 1.402 3.846 -4.532
C -3.352 -2.831 -0.276
H -0.518 -0.469 -1.768
H -0.199 4.368 -4.069
H 4.393 0.934 4.826
O 3.548 -1.086 -1.164
C 0.133 2.225 -3.704
C -3.468 -0.329 -3.083
C 0.081 1.423 4.160
H -3.576 1.731 -3.038
H 1.029 1.826 -3.244
H 1.425 -1.150 -3.086
H 0.085 0.394 3.752
H 1.774 3.251 -0.009
N -4.077 0.832 -2.954
H 0.488 1.461 5.149
N -2.222 -3.598 0.135
H 0.646 2.133 3.561
C 3.341 -1.718 -2.456
H 0.466 4.096 0.883
N 3.541 0.798 4.427
H 0.095 0.569 -0.531
H 5.181 0.514 2.484
N -0.161 -0.345 -0.845
H 2.582 -1.503 -4.377
C 0.710 3.213 0.261
H 2.834 0.008 -3.525
H 1.681 -1.848 1.355
H -1.574 2.776 4.647
H -0.852 -2.898 4.065
H 2.816 -1.378 -0.572
C -1.403 1.858 4.136
H -0.183 -3.450 2.600
O -4.365 -3.412 -0.540
C 0.462 -1.423 -0.268
H 4.454 -1.008 1.890
H -1.291 -3.368 -0.207
N 1.313 -1.123 0.770
H 2.856 0.940 5.145
H 3.024 -2.744 -2.298
O 0.606 2.050 1.012
N -3.043 -1.495 -0.401
H 0.477 -1.909 3.353
C 0.594 3.665 -3.840
O -2.237 -0.450 -3.174
H -5.094 0.948 -3.027
H -1.472 1.188 -3.070
N 4.517 -0.247 2.591
H -2.369 -4.578 -0.074
H 0.030 3.216 -0.540
H 4.302 -1.794 -2.923
H -0.274 2.008 1.345
H -0.031 1.778 -4.656
C 3.453 -0.228 3.455
C 2.451 -1.014 -3.392
H -2.136 -1.104 -0.174
H -3.910 -2.261 -2.815
H -5.264 -1.242 -3.014
H 0.876 3.950 -2.794
H -3.767 -0.846 -0.634
H 1.249 -0.227 1.314
O 0.412 -2.565 -0.762
H -2.182 1.261 2.538
O 2.499 -0.957 3.341
O -1.357 -1.709 2.487
H -1.794 -2.329 1.863
*
```

- E_HOMO: -9.76 eV

Atom charges from the Löwdin analysis, given in e for atoms 1 to 8:
1. C -0.168
2. H 0.139
3. O -0.130
4. O -0.097
5. N 0.171
6. H 0.071
7. C -0.644
8. H 0.065


Most stable to least stable, the ends of the list are run B and run A.